Record 1
{
  "formula": "C23H26FN3O2",
  "method": "the ωB97M-V functional and the def2-TZVPD basis",
  "largest_force_ha_per_bohr": 0.010,
  "smiles": "C[C@H](c1ccccc1)N1C[C@H](C(=O)N2CCN(c3ccc(F)cc3)CC2)CC1=O",
  "elements": ["C", "H", "H", "H", "C", "N", "C", "O", "C", "H", "H", "C", "C", "O", "N", "C", "H", "C", "N", "C", "C", "C", "C", "C", "C", "H", "H", "F", "H", "H", "C", "H", "C", "H", "H", "H", "H", "H", "H", "H", "C", "H", "H", "C", "C", "C", "C", "C", "C", "H", "H", "H", "H", "H", "H"],
  "positions_angstrom": [[3.560, 3.278, -2.540], [2.723, 3.927, -2.787], [4.484, 3.808, -2.754], [3.503, 2.390, -3.164], [3.496, 2.917, -1.058], [2.232, 2.279, -0.741], [1.340, 2.792, 0.123], [1.449, 3.834, 0.730], [0.159, 1.827, 0.194], [-0.193, 1.730, 1.219], [-0.649, 2.247, -0.410], [0.692, 0.526, -0.422], [-0.376, -0.191, -1.244], [-0.405, -0.109, -2.458], [-1.292, -0.919, -0.565], [-1.478, -1.009, 0.864], [-0.657, -0.543, 1.402], [-2.811, -0.343, 1.260], [-3.913, -0.958, 0.554], [-4.576, -2.042, 1.117], [-4.958, -1.994, 2.464], [-5.665, -3.023, 3.049], [-6.014, -4.121, 2.285], [-5.673, -4.197, 0.950], [-4.955, -3.166, 0.374], [-4.690, -3.255, -0.667], [-5.958, -5.061, 0.370], [-6.706, -5.135, 2.854], [-5.955, -2.977, 4.087], [-4.723, -1.127, 3.061], [-3.702, -0.875, -0.875], [-4.548, -1.310, -1.405], [-2.384, -1.537, -1.295], [-2.198, -1.396, -2.360], [-2.402, -2.607, -1.062], [-3.653, 0.189, -1.134], [-2.945, -0.429, 2.336], [-2.778, 0.719, 0.992], [-1.522, -2.070, 1.141], [1.083, -0.137, 0.353], [1.847, 1.010, -1.312], [2.693, 0.318, -1.311], [1.487, 1.130, -2.341], [4.623, 2.033, -0.560], [4.691, 1.788, 0.808], [5.670, 0.967, 1.333], [6.602, 0.377, 0.494], [6.543, 0.616, -0.866], [5.558, 1.436, -1.393], [5.533, 1.607, -2.458], [7.267, 0.161, -1.527], [7.370, -0.263, 0.901], [5.711, 0.790, 2.398], [3.966, 2.255, 1.461], [3.497, 3.843, -0.467]],
  "lowdin_charge": [-0.035, 0.088, 0.086, 0.076, -0.276, -0.022, -0.460, 0.065, -0.021, 0.120, 0.141, -0.175, -0.418, 0.061, -0.045, -0.111, 0.110, -0.131, -0.107, -0.231, -0.018, -0.009, -0.288, -0.010, -0.022, 0.099, 0.119, 0.046, 0.118, 0.107, -0.134, 0.120, -0.107, 0.123, 0.127, 0.133, 0.111, 0.127, 0.137, 0.147, -0.079, 0.139, 0.126, -0.183, -0.028, -0.079, -0.094, -0.082, -0.040, 0.104, 0.102, 0.100, 0.102, 0.118, 0.153]
}

---

Record 2
{
  "formula": "C5H11N2O",
  "method": "the ωB97M-V functional and the def2-TZVPD basis",
  "total_charge": 1,
  "largest_force_ha_per_bohr": 0.040,
  "smiles": "N/C=[NH+]\\CCCC=O",
  "elements": ["O", "C", "C", "C", "C", "N", "C", "N", "H", "H", "H", "H", "H", "H", "H", "H", "H", "H", "H"],
  "positions_angstrom": [[2.819, 0.307, 0.898], [2.144, 1.015, 1.592], [0.635, 0.938, 1.561], [0.160, 0.574, 0.140], [-1.385, 0.554, 0.038], [-0.645, -1.065, -2.280], [-1.549, -1.470, -1.404], [-1.881, -0.802, -0.335], [2.589, 1.773, 2.259], [0.294, 0.190, 2.287], [0.110, 1.824, 1.926], [0.601, 1.302, -0.530], [0.597, -0.399, -0.067], [-1.719, 1.220, -0.755], [-1.753, 0.725, 1.032], [-0.329, -0.109, -2.271], [-0.247, -1.743, -2.909], [-2.016, -2.377, -1.617], [-2.786, -1.048, 0.049]],
  "lowdin_charge": [0.075, -0.246, -0.155, -0.191, -0.104, 0.213, -0.122, 0.077, 0.131, 0.132, 0.120, 0.119, 0.109, 0.133, 0.121, 0.125, 0.145, 0.148, 0.169]
}

---

Respective ΔE to the lowest compared entry with this formula, charge and spin values: 0.0, 130.6 kJ/mol.
Respective E values: -35557.033, -10384.252 eV.